DFT (wB97M-V/def2-TZVPD) results for a cluster of 2 separate species, C10H23N2 in total in a non-equilibrium geometry.

Output
LUMO energy in eV: -2.41
2S+1: 1
E_HOMO in eV: -12.9
Total charge: +1

CARTESIAN COORDINATES (ANGSTROEM)
C (-0.698, -0.731, -1.430)
C (-3.476, -0.129, -0.496)
C (-2.307, 0.579, 1.626)
C (-2.267, 2.055, -0.402)
C (3.849, 0.937, 1.163)
C (2.637, -0.964, 0.140)
C (3.819, 0.628, -1.345)
C (-0.927, -2.323, 0.542)
C (-2.276, 0.605, 0.099)
C (3.395, 0.127, -0.003)
N (-0.961, 0.126, -0.338)
N (-0.356, -1.142, -0.087)
H (-1.506, -1.282, -1.903)
H (0.116, -0.449, -2.090)
H (-4.380, 0.343, -0.125)
H (-3.486, -0.047, -1.581)
H (-3.523, -1.178, -0.213)
H (-1.382, 0.983, 2.031)
H (-2.462, -0.427, 2.011)
H (-3.129, 1.196, 1.977)
H (-3.191, 2.553, -0.119)
H (-1.429, 2.596, 0.030)
H (-2.177, 2.084, -1.485)
H (3.751, 2.004, 0.964)
H (3.303, 0.686, 2.070)
H (4.907, 0.737, 1.338)
H (2.437, -1.610, -0.703)
H (0.673, -1.018, 0.148)
H (2.421, -1.354, 1.125)
H (4.900, 0.750, -1.372)
H (3.524, -0.051, -2.141)
H (3.378, 1.607, -1.532)
H (-1.949, -2.494, 0.208)
H (-0.319, -3.186, 0.268)
H (-0.911, -2.213, 1.625)

natural (NBO) population analysis, charges in e, atoms 1 to 2: -0.041 -0.640


DFT (wB97M-V/def2-TZVPD) results for a cluster of 2 separate species, C5H10O2 in total in a non-equilibrium geometry.

Output
LUMO energy (alpha / beta) in eV: 3.74 / 3.69
2S+1: 2
E_HOMO (alpha / beta) in eV: 0.5 / -2.2
Total charge: -1

CARTESIAN COORDINATES (ANGSTROEM)
C (-1.289, -0.125, 1.123)
C (-0.051, -0.429, 0.351)
C (0.036, -0.331, -1.065)
C (1.254, -0.102, -1.780)
C (1.359, 0.201, -3.106)
O (2.607, 0.482, -3.705)
H (-1.662, 0.926, 1.091)
H (-1.130, -0.494, 2.136)
H (-2.174, -0.684, 0.756)
H (0.889, -0.549, 0.896)
H (-0.867, 0.013, -1.568)
H (2.169, -0.144, -1.186)
H (0.532, 0.124, -3.802)
H (2.458, 1.182, -4.358)
H (-2.070, 0.253, 4.517)
H (-0.723, -0.415, 4.578)
O (-1.337, 0.092, 5.122)

natural (NBO) population analysis, charges in e, atoms 1 to 2: -0.629 -0.425


DFT (wB97M-V/def2-TZVPD) results for a structure of composition C21H22CeN2 in a non-equilibrium geometry.

Output
LUMO energy (alpha / beta) in eV: -8.48 / -7.90
2S+1: 1
E_HOMO (alpha / beta) in eV: -13.4 / -13.4
Total charge: +2

CARTESIAN COORDINATES (ANGSTROEM)
C (-2.248, 0.544, 2.911)
C (-2.199, -0.966, 2.917)
H (-1.159, 0.790, 2.957)
H (-2.819, 1.051, 3.706)
H (-2.641, 0.982, 1.990)
H (-1.832, -1.270, 1.940)
H (-1.432, -1.309, 3.568)
H (-3.058, -1.587, 3.185)
C (0.254, 2.611, -2.366)
C (0.093, 3.406, -3.484)
C (0.058, 2.824, -4.749)
C (0.197, 1.442, -4.883)
H (0.230, 2.962, -1.331)
H (-0.024, 4.473, -3.338)
H (-0.089, 3.438, -5.644)
H (0.164, 0.944, -5.853)
N (0.464, 1.275, -2.517)
C (0.355, 0.632, -3.737)
C (0.187, -0.846, -3.700)
N (0.170, -1.438, -2.453)
C (-0.206, -2.727, -2.229)
C (-0.479, -2.987, -4.598)
C (-0.505, -3.534, -3.308)
H (-0.199, -3.044, -1.191)
H (-0.788, -4.553, -3.116)
C (-0.135, -1.651, -4.803)
H (-0.121, -1.184, -5.783)
H (-0.735, -3.599, -5.455)
Ce (-0.392, 0.031, -0.853)
C (-2.681, 0.023, -1.324)
H (-2.791, -1.044, -1.597)
H (-2.654, 0.691, -2.220)
H (-3.346, 0.385, -0.525)
C (0.889, 0.039, 1.056)
C (1.391, 0.095, 2.189)
C (2.007, 0.132, 3.441)
C (1.125, -0.081, 4.543)
C (1.584, 0.153, 5.831)
C (2.953, 0.406, 6.059)
C (3.842, 0.532, 5.001)
C (3.368, 0.429, 3.691)
H (0.081, -0.421, 4.321)
H (0.865, 0.135, 6.656)
H (3.317, 0.513, 7.087)
H (4.900, 0.720, 5.161)
H (4.039, 0.581, 2.847)

Mulliken population analysis, charges in e, atoms 1 to 2: -0.516 -0.517


DFT (wB97M-V/def2-TZVPD) results for a structure of composition C10H15F3O3S3Sm in a non-equilibrium geometry.

Output
LUMO energy (alpha / beta) in eV: -3.10 / -3.05
2S+1: 6
E_HOMO (alpha / beta) in eV: -12.4 / -12.4
Total charge: +1

CARTESIAN COORDINATES (ANGSTROEM)
Sm (0.265, -1.077, -0.929)
C (0.968, 0.965, 2.559)
C (-0.011, -0.134, 2.943)
S (-1.213, -0.686, 1.671)
C (-2.318, 0.764, 1.432)
C (-1.729, 1.969, 0.714)
S (-1.039, 1.554, -0.954)
C (0.557, 2.469, -1.044)
C (1.504, 2.412, 0.146)
S (1.772, 0.760, 0.908)
H (1.779, 0.978, 3.289)
H (0.492, 1.942, 2.579)
H (-0.585, 0.190, 3.811)
H (0.521, -1.054, 3.196)
H (-2.675, 1.056, 2.420)
H (-3.153, 0.352, 0.863)
H (-0.941, 2.440, 1.292)
H (-2.522, 2.703, 0.557)
H (0.328, 3.516, -1.253)
H (1.022, 2.021, -1.930)
H (1.204, 3.093, 0.944)
H (2.494, 2.711, -0.211)
F (1.408, -2.914, -2.043)
C (2.480, -2.576, -1.238)
F (1.830, -2.413, 0.021)
F (3.261, -3.614, -1.125)
C (3.042, -1.061, -1.727)
O (4.211, -0.928, -1.871)
O (2.044, -0.317, -1.825)
C (-2.870, -2.780, -2.185)
C (-1.614, -2.165, -1.634)
O (-1.043, -1.319, -2.368)
H (-3.358, -2.097, -2.883)
H (-3.540, -3.085, -1.387)
H (-2.571, -3.675, -2.734)

Mulliken population analysis, charges in e, atoms 1 to 2: 1.114 -0.742


DFT (wB97M-V/def2-TZVPD) results for the molecule C18H16ClN5.

Output
LUMO energy in eV: 0.37
2S+1: 1
E_HOMO in eV: -8.4
Total charge: 0

CARTESIAN COORDINATES (ANGSTROEM)
N (-3.708, -4.136, -0.851)
C (-2.659, -4.182, -0.401)
C (-1.342, -4.204, 0.186)
H (-0.604, -4.108, -0.614)
H (-1.197, -5.162, 0.691)
C (-1.185, -3.050, 1.187)
N (-1.303, -1.788, 0.495)
N (-0.609, -0.769, 1.023)
C (-0.891, 0.459, 0.813)
C (-2.031, 0.955, 0.017)
C (-2.886, 1.914, 0.558)
C (-3.971, 2.357, -0.175)
C (-4.224, 1.869, -1.449)
C (-3.368, 0.925, -1.988)
C (-2.282, 0.466, -1.264)
H (-1.604, -0.249, -1.706)
H (-3.551, 0.543, -2.980)
H (-5.075, 2.227, -2.006)
Cl (-5.030, 3.540, 0.510)
H (-2.716, 2.297, 1.552)
C (0.039, 1.482, 1.425)
C (1.403, 1.370, 0.835)
N (2.090, 2.348, 0.325)
C (3.279, 1.793, -0.082)
C (4.386, 2.375, -0.688)
C (5.455, 1.557, -0.989)
C (5.439, 0.191, -0.702)
C (4.351, -0.409, -0.101)
C (3.274, 0.406, 0.206)
N (2.062, 0.173, 0.801)
H (1.653, -0.701, 1.091)
H (4.340, -1.466, 0.123)
H (6.301, -0.409, -0.957)
H (6.331, 1.979, -1.459)
H (4.398, 3.430, -0.908)
H (-0.326, 2.491, 1.244)
H (0.111, 1.312, 2.503)
H (-2.228, -1.591, 0.113)
H (-0.190, -3.082, 1.637)
H (-1.932, -3.154, 1.987)

natural (NBO) population analysis, charges in e, atoms 1 to 2: -0.318 0.276


DFT (wB97M-V/def2-TZVPD) results for the ion C4H4N with charge +1 in a non-equilibrium geometry.

Output
LUMO energy (alpha / beta) in eV: -5.27 / -7.08
2S+1: 3
E_HOMO (alpha / beta) in eV: -13.7 / -14.6
Total charge: +1

CARTESIAN COORDINATES (ANGSTROEM)
C (2.475, 0.087, 0.101)
C (-1.283, 0.858, -0.088)
C (0.147, -0.199, -0.458)
C (-1.273, -0.584, -0.030)
N (1.316, -0.032, -0.006)
H (3.493, 0.180, 0.357)
H (-1.581, 1.875, -0.016)
H (-1.466, -1.056, 0.943)
H (-1.828, -1.127, -0.802)

natural (NBO) population analysis, charges in e, atoms 1 to 2: 0.378 0.019


DFT (wB97M-V/def2-TZVPD) results for the ion C3H2NS3 with charge -1 in a non-equilibrium geometry.

Output
LUMO energy (alpha / beta) in eV: 3.39 / 1.64
2S+1: 3
E_HOMO (alpha / beta) in eV: -1.9 / -3.8
Total charge: -1

CARTESIAN COORDINATES (ANGSTROEM)
C (0.568, -0.588, 0.619)
C (-0.417, -1.222, 0.010)
C (0.880, 0.794, 0.526)
N (-0.874, 0.706, -1.607)
S (-1.512, -2.281, -0.307)
S (1.898, 1.593, 1.509)
S (-0.192, 1.697, -0.623)
H (1.364, -1.112, 1.156)
H (-1.714, 0.413, -1.284)

natural (NBO) population analysis, charges in e, atoms 1 to 2: -0.496 -0.168


ΔE to the lowest compared entry with this formula, charge and spin
In order: 128.6, 98.3, 0.0, 77.4, 0.0, 131.5, 32.9
Unit: kJ/mol
E_tot
In order: -13714.628, -9439.514, -38023.224, -75312.291, -38898.375, -5687.378, -37136.261
Unit: eV